12
Properties=species:S:1:pos:R:3 method="wB97M-V/def2-TZVPD" e_tot_ha=-157.0721 homo_lumo_gap_ev=9.291 relative_energy_kcal_mol=70.2 homo_energy_ev=-8.042 lumo_ev=1.2
C -0.83 0.14 -1.18
C -0.50 0.80 0.15
C 0.89 0.53 0.62
C 0.00 -0.39 1.35
H -1.90 -0.04 -1.30
H -0.29 -0.81 -1.37
H -0.54 0.83 -1.99
H -1.15 0.36 1.05
H 1.41 1.29 1.20
H 1.55 0.01 -0.08
H -0.10 -0.20 2.42
H -0.07 -1.43 1.06